Version 1
Below is an isolated molecule of C3H3NO3, with properties calculated with wB97M-V/def2-TZVPD.

Structure (ORCA input):
```
! wB97M-V def2-TZVPD RIJCOSX def2/J DEFGRID3
* xyz 0 1
C 1.289 -0.954 -0.082
C -1.830 0.746 0.045
C 0.180 0.026 -0.075
O -0.759 1.844 0.502
O 0.503 1.307 -0.060
N -1.079 -0.319 -0.210
O -3.010 0.943 0.103
H 1.123 -1.712 -0.849
H 1.342 -1.427 0.902
H 2.242 -0.454 -0.275
*
```

SMILES   Cc1nc(=O)oo1
LUMO energy   -0.086 eV
Orbital gap   10.98 eV

Atom charges from the Löwdin analysis, given in e for atoms 1 to 6: C 0.03; C -0.42; C -0.38; O 0.03; O 0.08; N 0.20

=====

Version 2
Below is an isolated molecule of C3H3NO3, with properties calculated with wB97M-V/def2-TZVPD.

Structure (ORCA input):
```
! wB97M-V def2-TZVPD RIJCOSX def2/J DEFGRID3
* xyz 0 1
N 0.835 -0.548 -1.192
C 0.420 -0.174 -0.023
O -0.528 -0.923 0.578
C -0.984 -0.468 1.805
O -0.573 0.479 2.390
C 0.714 1.046 -1.195
O -0.219 1.617 -1.711
H 0.366 -1.268 -1.750
H -1.785 -1.148 2.123
H 1.726 1.418 -1.025
*
```

LUMO energy   0.085 eV
Orbital gap   9.77 eV

Atom charges from the Löwdin analysis, given in e for atoms 1 to 6: N 0.16; C -0.17; O 0.05; C -0.28; O 0.13; C -0.35

=====

Most stable to least stable, the ends of the list are version 1 and version 2.